Record 1
Below is an isolated ion of composition C5H6N and charge +1 at a distorted geometry, with properties calculated with ωB97M-V with the def2-TZVPD basis set.

```
! RIJCOSX wB97M-V def2-TZVPD def2/J DEFGRID3
* xyz 1 1
H 0.66 -2.42 0.17
N 1.87 0.72 -0.22
H 0.35 1.76 0.88
H -2.23 0.91 -0.25
C -1.71 -0.08 -0.01
C 1.99 -0.53 0.02
C 0.78 -1.22 0.19
C -0.37 -0.08 0.15
H 0.16 1.64 -0.98
H -2.45 -0.95 -0.18
C 0.51 1.16 -0.02
H 2.89 -1.11 -0.21
*
```

Calculated values
HOMO-LUMO gap (spin up / spin down)	8.046 / 8.046	eV
LUMO level (spin up / spin down)	-7.8140 / -7.8135	eV

Results of the Löwdin charge analysis, in e, for atoms 1 through 2:
1. H 0.189
2. N 0.171

***

Record 2
Below is a 2-piece molecular cluster, C5H6N overall at a distorted geometry, with properties calculated with ωB97M-V with the def2-TZVPD basis set.

```
! RIJCOSX wB97M-V def2-TZVPD def2/J DEFGRID3
* xyz 1 1
H -0.46 2.61 1.29
C -0.17 -2.27 -0.08
H 1.62 -1.24 0.77
C 0.88 -1.82 0.43
C 0.52 1.19 0.14
C -0.10 2.10 -1.01
H -0.91 1.82 -1.58
H 0.54 2.85 -1.56
C -1.30 -2.57 -0.75
H -2.15 -2.06 -0.32
N -0.25 2.09 0.44
H -1.44 -3.43 -1.39
*
```

Calculated values
HOMO-LUMO gap (spin up / spin down)	5.119 / 5.121	eV
LUMO level (spin up / spin down)	-7.9416 / -7.9406	eV

Results of the Löwdin charge analysis, in e, for atoms 1 through 2:
1. H 0.157
2. C -0.045

***

Record 3
Below is an isolated ion of composition C5H6N and charge +1 at a distorted geometry, with properties calculated with ωB97M-V with the def2-TZVPD basis set.

```
! RIJCOSX wB97M-V def2-TZVPD def2/J DEFGRID3
* xyz 1 1
C 0.98 -0.25 -0.14
C -0.87 1.19 -0.03
H 0.27 1.25 -0.20
H -1.57 -2.13 -0.19
C -1.10 -1.21 -0.11
C -1.71 0.14 0.02
N 0.18 -1.20 -0.27
H -1.33 2.15 0.14
H 2.73 -1.03 0.20
H 2.98 0.91 0.21
C 2.28 -0.03 0.05
H -2.82 0.21 0.33
*
```

Calculated values
HOMO-LUMO gap	8.837	eV
LUMO level	-6.1946	eV

Results of the Löwdin charge analysis, in e, for atoms 1 through 2:
1. C -0.141
2. C 0.101

***

Record 4
Below is an isolated ion of composition C5H6N and charge +1 at a distorted geometry, with properties calculated with ωB97M-V with the def2-TZVPD basis set.

```
! RIJCOSX wB97M-V def2-TZVPD def2/J DEFGRID3
* xyz 1 1
C -0.20 0.15 -1.38
H -0.78 -0.08 -2.14
C 1.07 0.22 -0.58
C -0.92 -1.60 1.08
H -1.90 -1.87 0.72
H -0.81 -1.10 2.13
C -0.13 -0.28 0.08
N 1.10 1.60 -0.21
H -0.06 -2.26 0.87
H 1.50 1.93 0.67
C -0.27 1.18 -0.26
H 1.41 2.09 -0.99
*
```

Calculated values
HOMO-LUMO gap	9.614	eV
LUMO level	-5.8004	eV

Results of the Löwdin charge analysis, in e, for atoms 1 through 2:
1. C 0.060
2. H 0.099

***

Record 5
Below is C5H6N as an isolated structure at a distorted geometry, with properties calculated with ωB97M-V with the def2-TZVPD basis set.

```
! RIJCOSX wB97M-V def2-TZVPD def2/J DEFGRID3
* xyz 1 1
H -2.08 1.44 -0.49
H 2.79 0.10 -0.31
C 1.73 -0.10 -0.26
H 0.98 -2.21 -0.16
C 0.89 -1.14 0.06
N 0.85 0.93 -0.02
C -1.63 0.61 0.18
C -0.28 0.15 -0.34
H -2.29 -0.26 0.33
H -1.44 1.01 1.21
H -0.24 -0.42 -1.29
C 0.73 -0.11 1.10
*
```

Calculated values
HOMO-LUMO gap	10.414	eV
LUMO level	-5.6215	eV

Results of the Löwdin charge analysis, in e, for atoms 1 through 2:
1. H 0.143
2. H 0.178

***

Record 6
Below is a 2-piece molecular cluster, C5H6N overall at a distorted geometry, with properties calculated with ωB97M-V with the def2-TZVPD basis set.

```
! RIJCOSX wB97M-V def2-TZVPD def2/J DEFGRID3
* xyz 1 1
H 1.37 0.16 -0.13
H 0.68 1.47 -1.21
H -1.59 -2.54 0.27
C 1.04 1.18 -0.26
C -1.43 -0.43 0.49
C -2.94 0.55 -1.40
H -1.09 1.74 1.17
H 1.52 1.71 0.49
N -1.14 0.89 0.58
C -2.11 0.48 -0.44
H -0.10 -1.65 1.23
C -1.01 -1.64 0.70
*
```

Calculated values
HOMO-LUMO gap (spin up / spin down)	7.480 / 7.491	eV
LUMO level (spin up / spin down)	-7.2805 / -7.2713	eV

Results of the Löwdin charge analysis, in e, for atoms 1 through 2:
1. H 0.065
2. H 0.064

***

Calculated energy, -248.46527 -248.30889 -248.45078 -248.30087 -248.34010 -248.23377 Ha (same order as the records).
Calculated energy above the lowest of the compared OMol25 structures with the same formula, charge and spin, 394.93 805.49 432.96 826.57 723.57 1002.72 kJ/mol (same order as the records).